Molecular formula: C38H53N13OPbS
Method: DFT, the ωB97M-V functional and the def2-TZVPD basis

Kohn-Sham gap (spin up / spin down) (eV): 4.856 / 6.445
E (hartree): -2856.66496
LUMO energy (spin up / spin down) (Eh): -0.4519 / -0.3934
2S+1: 1
Total charge: +4

Geometry (Å):
Pb 0.263 -0.790 0.553
C -0.193 -1.832 3.707
N 1.017 -1.853 2.895
C 1.589 -3.183 2.715
C 2.258 -3.280 1.386
N 1.947 -2.492 0.373
C 2.742 -2.885 -0.686
C 2.812 -2.420 -1.994
C 3.723 -3.035 -2.829
C 4.535 -4.084 -2.386
C 4.460 -4.576 -1.099
C 3.550 -3.956 -0.256
N 3.208 -4.171 1.062
C -1.262 -2.514 2.920
N -1.443 -2.260 1.637
C -2.478 -3.071 1.219
C -3.094 -3.226 -0.020
C -4.054 -4.209 -0.136
C -4.439 -5.000 0.950
C -3.874 -4.833 2.198
C -2.894 -3.858 2.315
N -2.094 -3.471 3.370
H -0.058 -2.305 4.686
H -0.469 -0.785 3.861
H 1.704 -1.195 3.240
H 2.291 -3.457 3.513
H 0.772 -3.913 2.729
H 2.163 -1.620 -2.317
H 3.809 -2.714 -3.854
H 5.228 -4.528 -3.080
H 5.075 -5.397 -0.772
H 3.595 -4.895 1.651
H -2.832 -2.603 -0.859
H -4.519 -4.374 -1.095
H -5.189 -5.758 0.797
H -4.169 -5.437 3.040
H -2.145 -3.844 4.305
C 0.822 1.464 -4.685
N -0.439 1.970 -4.105
C -0.350 3.434 -3.940
C -0.789 1.306 -2.817
C -0.948 -0.193 -2.927
C -1.559 -0.765 -4.056
C -1.671 -2.133 -4.201
C -1.205 -2.985 -3.220
C -0.639 -2.443 -2.065
C -0.550 -1.084 -1.956
H 0.988 1.927 -5.657
H 0.778 0.386 -4.822
H 1.652 1.706 -4.021
H -1.189 1.775 -4.779
H 0.509 3.675 -3.314
H -1.257 3.835 -3.492
H -0.218 3.911 -4.910
H -1.721 1.749 -2.449
H 0.021 1.516 -2.109
H -1.956 -0.127 -4.833
H -2.115 -2.535 -5.100
H -1.286 -4.056 -3.315
H -0.302 -3.120 -1.297
C 4.509 4.430 0.124
C 5.302 3.904 -1.071
C 4.851 4.547 -2.376
C 5.250 2.362 -1.146
N 3.915 1.844 -1.020
C 3.388 1.115 -0.021
N 2.124 0.877 -0.305
N 1.898 1.476 -1.468
N 2.950 2.046 -1.896
H 4.714 5.490 0.236
H 4.807 3.930 1.044
H 3.434 4.312 -0.021
H 6.354 4.156 -0.913
H 3.833 4.264 -2.637
H 5.514 4.268 -3.189
H 4.891 5.626 -2.276
H 5.834 1.920 -0.337
H 5.660 2.028 -2.102
H 3.909 0.802 0.857
C -6.983 -1.076 1.327
N -6.804 0.205 1.953
C -7.695 0.824 2.773
C -7.189 2.055 3.091
N -5.991 2.163 2.463
C -5.745 1.028 1.768
S -4.351 0.721 0.889
H -7.878 -1.053 0.703
H -7.102 -1.862 2.074
H -6.117 -1.290 0.702
H -8.620 0.371 3.071
H -7.598 2.834 3.704
H -5.382 2.969 2.474
C 0.539 4.530 3.087
N 0.754 3.097 3.093
C 1.673 2.594 4.096
C 0.103 2.258 2.298
C -0.899 2.820 1.326
O 0.299 1.021 2.370
H 1.162 4.985 3.850
H -0.496 4.789 3.314
H 0.812 4.970 2.127
H 2.587 3.186 4.094
H 1.904 1.552 3.880
H 1.216 2.664 5.086
H -0.393 3.249 0.462
H -1.508 3.599 1.779
H -1.549 2.012 0.992

Atom charges from the Mulliken analysis, given in e for atoms 1 to 2:
1. Pb 2.115
2. C -0.526